Here is a cluster of 7 separate species, C16H39N13O12 in total in a non-equilibrium geometry from the Open Molecules 2025 dataset. Energies are from ωB97M-V/def2-TZVPD.

HOMO (eV): -9.6
SMILES: CC(C)=N[C@]1(CCO)OC(=O)O[C@H]1CC(=O)O.NC(N)=O.NC(N)=O.NC(N)=O.NC(N)=O.NC(N)=O.NC(N)=O
M (Da): 605.6
Kohn-Sham gap (eV): 9.5
2S+1: 1

```
80
Properties=species:S:1:pos:R:3:forces:R:3:lowdin_charge:R:1
C 1.009657 -0.151488 3.837261 0.487 0.675 -0.057 -0.032
C 0.915764 0.034503 2.360348 -0.005 0.628 -0.283 -0.346
C -0.160228 1.007320 1.897531 -0.233 -0.469 -0.188 -0.012
N 1.778849 -0.518714 1.607310 -0.796 -1.558 0.617 0.182
C 1.592925 -0.951311 0.270674 1.218 0.176 -0.967 -0.363
C 0.730744 -2.207691 0.140530 -0.575 0.205 -0.446 -0.062
C -0.780592 -2.071211 0.334047 -0.342 0.054 0.007 -0.233
O -1.394039 -3.266926 0.821551 0.587 0.016 -0.178 -0.063
O 2.918876 -1.483374 -0.135920 0.173 0.201 0.596 0.064
C 3.607155 -0.463123 -0.684674 -0.358 -0.115 -0.254 -0.554
O 4.752329 -0.208495 -0.538985 0.236 -0.245 -0.303 0.196
O 2.735420 0.238800 -1.470870 0.055 0.322 0.361 0.096
C 1.479956 0.208036 -0.785357 -0.383 0.374 0.257 -0.199
C 0.338379 0.224441 -1.772773 0.039 0.061 -0.251 -0.014
C 0.227588 1.543417 -2.513435 0.149 -0.068 0.261 -0.467
O 0.122638 1.612981 -3.693658 -0.117 0.038 -0.405 0.150
O 0.164841 2.665444 -1.721698 0.077 -0.027 0.020 0.089
H 0.105649 -0.659358 4.181437 0.020 -0.056 0.004 0.098
H 1.909949 -0.691367 4.109537 -0.102 -0.209 0.004 0.082
H 1.060762 0.814744 4.340235 -0.151 -0.033 0.124 0.066
H 0.327770 1.891614 1.487793 -0.031 0.119 0.180 0.087
H -0.815972 1.290879 2.716692 0.057 0.089 0.034 0.086
H -0.787309 0.606077 1.102153 0.043 0.095 -0.052 0.061
H 0.901291 -2.587855 -0.868489 0.124 -0.141 0.056 0.127
H 1.126741 -2.951108 0.834271 0.122 0.141 0.108 0.135
H -1.264915 -1.883900 -0.623596 -0.011 0.040 0.005 0.115
H -1.047220 -1.246569 0.995356 0.103 -0.084 0.089 0.094
H -0.863151 -3.534658 1.579494 -0.224 -0.194 0.158 0.088
H 1.441858 1.133932 -0.206591 -0.098 -0.077 0.059 0.133
H -0.607638 0.099854 -1.241993 0.000 -0.042 -0.010 0.127
H 0.441226 -0.535237 -2.546557 -0.036 -0.198 0.194 0.148
H 1.051387 2.910400 -1.429380 0.001 0.058 0.055 0.120
N 3.144494 2.930855 7.372874 -0.071 0.033 -0.142 0.146
C 3.441987 1.991985 6.426558 0.070 -0.042 0.157 -0.667
N 4.728683 2.008070 5.960691 0.003 0.032 -0.064 0.151
O 2.615964 1.193816 6.014058 0.052 0.067 -0.012 0.021
H 3.820549 3.581352 7.728151 0.048 -0.086 0.063 0.103
H 2.204168 2.958816 7.748635 0.006 0.085 0.023 0.076
H 4.974441 1.328779 5.264935 -0.003 -0.008 0.014 0.103
H 5.426890 2.648129 6.287507 0.000 -0.020 0.029 0.091
N -0.744208 5.759252 7.015453 -0.020 -0.003 0.015 0.154
C 0.357584 4.958220 7.081711 0.012 0.024 -0.073 -0.667
N 1.257590 5.086772 6.062957 0.006 -0.082 0.150 0.158
O 0.531394 4.169685 8.001307 -0.033 0.006 0.031 0.011
H -0.907365 6.412798 6.273873 0.014 -0.003 -0.002 0.094
H -1.415783 5.678248 7.755853 0.008 -0.005 -0.001 0.105
H 2.063893 4.486159 6.125867 -0.001 0.054 -0.150 0.071
H 1.150021 5.719717 5.294413 -0.028 0.004 0.009 0.095
N -1.684413 1.974765 -6.116616 -0.003 0.107 0.075 0.162
C -3.034257 2.098399 -5.992538 -0.287 -0.165 -0.293 -0.664
N -3.768811 1.942008 -7.129190 0.028 0.151 -0.002 0.164
O -3.580407 2.326395 -4.918425 0.230 -0.065 0.314 -0.003
H -1.234293 1.781438 -6.990346 -0.026 0.000 -0.009 0.095
H -1.125025 2.080633 -5.287361 0.016 -0.030 -0.046 0.059
H -4.774180 1.969090 -7.033594 -0.050 -0.171 0.037 0.072
H -3.362762 1.743806 -8.023286 0.026 -0.033 0.022 0.093
N 4.617831 -4.617727 -0.664714 -0.063 0.067 0.003 0.158
C 4.164556 -5.468019 -1.635530 0.015 0.117 -0.011 -0.694
N 3.420127 -4.872074 -2.620720 -0.056 -0.073 -0.006 0.150
O 4.395793 -6.662592 -1.625332 -0.036 -0.040 0.022 0.024
H 4.419916 -3.633638 -0.661838 0.016 0.003 0.057 0.076
H 5.177179 -5.008235 0.069596 0.005 -0.017 -0.020 0.103
H 3.060236 -5.462479 -3.348544 -0.001 0.002 0.004 0.105
H 3.219270 -3.890586 -2.643346 0.026 0.003 0.013 0.085
N -1.961105 -5.263202 -2.181714 -0.056 0.109 -0.010 0.151
C -0.772112 -5.917907 -2.366395 -0.037 0.078 0.113 -0.688
N 0.131935 -5.741197 -1.354388 0.147 0.012 0.019 0.158
O -0.537374 -6.595882 -3.348600 0.014 0.011 -0.045 0.026
H -2.154733 -4.701263 -1.372134 0.012 -0.058 0.043 0.076
H -2.660664 -5.362780 -2.892719 0.022 -0.023 -0.010 0.101
H 1.022166 -6.198102 -1.441997 0.001 0.009 0.000 0.093
H -0.055686 -5.171961 -0.549844 -0.077 -0.026 0.000 0.068
N -8.424553 2.396398 -5.136871 -0.002 -0.044 -0.032 0.143
C -7.159314 1.882546 -5.258987 0.027 0.203 0.085 -0.673
N -6.365944 1.989620 -4.164450 -0.153 -0.403 0.001 0.161
O -6.774492 1.373810 -6.305180 0.032 0.036 -0.091 0.003
H -8.767509 2.822241 -4.297769 0.012 -0.017 0.008 0.088
H -9.023929 2.334151 -5.937620 0.011 0.001 -0.003 0.098
H -5.425788 1.632125 -4.250598 0.139 0.391 -0.052 0.073
H -6.652652 2.437507 -3.316041 -0.023 0.033 -0.030 0.095
```
Forces are in eV/Å.